Below is a cluster of 2 separate species, C4H10NOS2 in total, with properties calculated with ωB97M-V with the def2-TZVPD basis set.

Results
net charge	+1
ΔE to the lowest compared entry with this formula, charge and spin	27.19	kcal per mole
energy	-29509.770	eV

Positions of all 18 atoms, in Å:
N -0.320 0.890 -1.341
O 0.695 -1.208 -0.047
H -1.897 -0.582 0.628
S 2.196 1.264 -0.593
H 2.434 -1.375 0.632
H 2.439 1.913 0.555
C 0.548 0.938 -0.315
H 0.056 1.355 -2.148
H -2.539 1.002 0.985
C -1.717 0.794 -0.903
C 1.557 -1.914 0.908
H 0.088 -1.844 -0.427
C -1.766 0.433 0.574
H 1.340 -1.541 1.888
H 1.697 -2.928 0.896
H -2.296 1.753 -1.279
H -2.332 0.044 -1.319
S -0.183 1.007 1.306

Atomic charges from the natural (NBO) analysis, expressed in e, are listed below: N -0.557; O -0.754; H 0.226; S 0.214; H 0.189; H 0.174; C 0.066; H 0.440; H 0.261; C -0.234; C -0.259; H 0.492; C -0.506; H 0.185; H 0.211; H 0.235; H 0.234; S 0.383

---

Below is a cluster of 2 separate species, C4H10NOS2 in total, with properties calculated with ωB97M-V with the def2-TZVPD basis set.

Results
net charge	+1
spin multiplicity	3
energy	-29507.592	eV
⟨S²⟩	2.010

Positions of all 18 atoms, in Å:
H -0.285 1.099 1.197
O 1.969 -1.168 -1.254
H -0.265 1.513 -4.364
S -0.837 -0.643 -1.634
H -2.638 0.095 1.813
H 1.748 -0.328 1.768
C 2.231 -0.073 0.853
H -0.985 2.892 -3.640
H 3.180 -0.417 0.648
C -0.736 0.084 1.053
C 1.381 -0.552 -0.249
H 1.472 -1.410 -2.075
N -2.159 -0.045 0.992
C 0.003 -0.392 -0.176
S -0.209 1.974 -3.224
H -2.544 0.145 0.042
H 2.343 0.971 0.919
H -0.198 -0.324 1.986

Atomic charges from the natural (NBO) analysis, expressed in e, are listed below: H 0.226; O -0.588; H 0.131; S 0.503; H 0.409; H 0.249; C -0.688; H 0.159; H 0.265; C -0.253; C 0.488; H 0.523; N -0.815; C -0.273; S -0.233; H 0.387; H 0.269; H 0.242

---

Below is a cluster of 2 separate species, C4H10NS in total, with properties calculated with ωB97M-V with the def2-TZVPD basis set.

Results
net charge	-1
ΔE to the lowest compared entry with this formula, charge and spin	13.00	kcal per mole
energy	-16635.547	eV

Positions of all 16 atoms, in Å:
C -0.609 -1.143 -1.503
H 0.721 -1.756 -0.008
H -2.045 -1.600 -2.970
H 0.879 0.569 -0.157
S -0.732 0.812 1.658
C 0.373 2.059 2.420
H 1.422 1.775 2.315
N 1.429 0.054 -0.861
H 0.144 2.190 3.480
H 1.370 -1.900 -1.655
C 0.792 -1.257 -0.987
H -0.321 -2.220 -3.280
H 2.355 -0.068 -0.464
H -1.287 -0.575 -0.873
H 0.244 3.031 1.940
C -1.014 -1.680 -2.645

Atomic charges from the natural (NBO) analysis, expressed in e, are listed below: C -0.136; H 0.184; H 0.184; H 0.402; S -0.735; C -0.732; H 0.168; N -0.870; H 0.174; H 0.160; C -0.259; H 0.172; H 0.334; H 0.228; H 0.173; C -0.448

---

Below is a cluster of 2 separate species, C4H10NS in total, with properties calculated with ωB97M-V with the def2-TZVPD basis set.

Results
net charge	-2
spin multiplicity	2
ΔE to the lowest compared entry with this formula, charge and spin	17.19	kcal per mole
energy	-16631.483	eV
⟨S²⟩	0.751

Positions of all 16 atoms, in Å:
H 2.462 0.914 2.580
H 0.007 -2.306 1.119
H 1.226 1.955 3.343
S 0.783 1.630 0.919
H -0.844 -0.013 -3.443
H -0.691 -2.686 -1.058
N -0.388 -1.493 0.698
H -0.011 -0.558 0.958
C -0.736 -1.687 -0.633
H -1.235 0.285 -1.094
H -2.315 -0.889 -3.280
H -0.758 -1.805 -3.366
C -1.125 -0.721 -1.487
C -1.259 -0.916 -2.972
C 1.804 1.773 2.431
H 2.455 2.644 2.257

Atomic charges from the natural (NBO) analysis, expressed in e, are listed below: H 0.162; H 0.339; H 0.159; S -0.695; H 0.182; H 0.135; N -0.887; H 0.425; C -0.133; H 0.166; H 0.162; H 0.137; C -0.376; C -1.198; C -0.747; H 0.169

---

Below is the ion C4H10NS with charge -2, with properties calculated with ωB97M-V with the def2-TZVPD basis set.

Results
net charge	-2
spin multiplicity	2
ΔE to the lowest compared entry with this formula, charge and spin	13.11	kcal per mole
energy	-16631.660	eV
⟨S²⟩	0.751

Positions of all 16 atoms, in Å:
H -0.094 -2.850 0.729
N 0.106 -0.738 0.847
C -0.568 -1.929 0.354
H 1.954 0.920 1.172
S -0.533 2.136 -2.104
C -0.796 0.749 -0.955
H -0.479 -0.256 1.526
H -1.220 -0.126 -1.450
H 1.894 1.791 -0.325
H -0.511 -1.984 -0.726
H 0.606 2.077 0.963
C 1.256 1.364 0.441
H -1.537 1.004 -0.186
C 0.431 0.262 -0.199
H 1.114 -0.393 -0.742
H -1.624 -2.026 0.653

Atomic charges from the natural (NBO) analysis, expressed in e, are listed below: H 0.116; N -0.670; C -1.159; H 0.184; S -0.792; C -0.542; H 0.323; H 0.185; H 0.220; H 0.168; H 0.190; C -0.622; H 0.160; C -0.063; H 0.169; H 0.131

---

Below is the ion C4H10NS with charge +1, with properties calculated with ωB97M-V with the def2-TZVPD basis set.

Results
net charge	+1
ΔE to the lowest compared entry with this formula, charge and spin	71.56	kcal per mole
energy	-16625.863	eV

Positions of all 16 atoms, in Å:
H 2.597 1.180 1.654
H -1.001 -1.884 -0.794
C 0.980 0.728 0.373
H -1.312 -1.001 1.264
H -0.534 0.838 -1.875
H 1.051 1.043 2.457
H -2.000 0.550 0.527
C -0.228 -0.203 -1.770
C 1.663 0.610 1.667
H 1.907 -0.422 1.909
C -1.398 -0.330 0.435
N -1.276 -0.899 -0.880
H -2.161 -0.862 -1.404
H 0.522 1.670 0.110
H -0.174 -0.693 -2.742
S 1.363 -0.325 -0.933

Atomic charges from the natural (NBO) analysis, expressed in e, are listed below: H 0.263; H 0.445; C -0.221; H 0.226; H 0.240; H 0.259; H 0.219; C -0.384; C -0.701; H 0.240; C -0.350; N -0.548; H 0.446; H 0.218; H 0.256; S 0.392

---

Below is a cluster of 2 separate species, C4H10NS in total, with properties calculated with ωB97M-V with the def2-TZVPD basis set.

Results
net charge	+1
ΔE to the lowest compared entry with this formula, charge and spin	97.33	kcal per mole
energy	-16624.745	eV

Positions of all 16 atoms, in Å:
N 0.480 0.869 0.638
H -1.199 0.279 1.887
S -0.687 -2.740 -0.050
H -0.442 2.759 1.364
C 1.063 0.423 -0.845
C -1.576 -2.954 -1.362
H 0.863 1.097 -1.771
H -1.499 0.036 0.040
C -0.913 0.572 0.857
H -0.387 2.411 -0.374
H 0.885 -0.437 -1.359
H -1.448 -2.329 -2.210
C -0.437 1.998 0.589
H 1.244 0.661 1.261
H -2.167 -3.888 -1.380
H 1.992 0.692 -0.489

Atomic charges from the natural (NBO) analysis, expressed in e, are listed below: N -0.366; H 0.261; S 0.045; H 0.255; C -0.385; C -0.446; H 0.239; H 0.263; C -0.224; H 0.234; H 0.252; H 0.195; C -0.211; H 0.454; H 0.223; H 0.211

---

Below is the ion C4H10NS2 with charge +1, with properties calculated with ωB97M-V with the def2-TZVPD basis set.

Results
net charge	+1
ΔE to the lowest compared entry with this formula, charge and spin	52.47	kcal per mole
energy	-27461.252	eV

Positions of all 17 atoms, in Å:
C -1.022 -0.572 0.137
H 2.505 0.904 -0.133
H 1.137 -1.198 0.676
S -2.185 0.837 0.222
H -0.436 -0.694 -1.922
H -1.526 1.785 -0.474
C 0.664 -0.194 0.419
H 1.672 0.803 1.853
C 1.795 0.424 -0.677
H -2.063 -0.963 -1.326
H -0.068 0.631 2.234
H 0.436 1.751 1.226
H -0.767 -2.117 -1.109
C 0.673 0.792 1.533
S 1.703 0.180 -2.218
H -1.454 -1.190 0.771
N -1.063 -1.179 -1.211

Atomic charges from the natural (NBO) analysis, expressed in e, are listed below: C -0.153; H 0.200; H 0.233; S 0.026; H 0.453; H 0.153; C -0.242; H 0.228; C -0.255; H 0.460; H 0.233; H 0.219; H 0.437; C -0.637; S 0.166; H 0.215; N -0.734

---

Below is a cluster of 2 separate species, C4H10O in total, with properties calculated with ωB97M-V with the def2-TZVPD basis set.

Results
net charge	-1
spin multiplicity	2
ΔE to the lowest compared entry with this formula, charge and spin	0.00	kcal per mole
energy	-6356.025	eV
⟨S²⟩	0.754

Positions of all 15 atoms, in Å:
H -2.909 0.800 0.136
H 0.024 -1.333 0.473
H 3.037 -0.862 0.809
C -2.365 1.448 -0.546
H -2.861 1.402 -1.546
C 2.087 -0.772 0.279
H 1.115 -2.643 0.747
H 2.227 -1.158 -0.733
O 0.003 2.083 -0.804
C 0.978 -1.568 0.949
H -0.688 0.116 -1.058
H 0.850 -1.427 2.015
C -0.879 1.143 -0.677
H -2.467 2.481 -0.212
H 1.848 0.290 0.169

Atomic charges from the natural (NBO) analysis, expressed in e, are listed below: H 0.178; H 0.225; H 0.173; C -0.712; H 0.139; C -0.617; H 0.169; H 0.191; O -0.809; C -0.622; H 0.040; H 0.189; C 0.007; H 0.194; H 0.256

---

Below is a cluster of 2 separate species, C4H10O in total, with properties calculated with ωB97M-V with the def2-TZVPD basis set.

Results
net charge	0
ΔE to the lowest compared entry with this formula, charge and spin	92.39	kcal per mole
energy	-6353.797	eV

Positions of all 15 atoms, in Å:
C 2.030 -0.295 -0.049
H 2.331 0.530 -0.701
C 0.756 0.031 0.636
H -1.192 2.605 0.769
H 0.223 -0.686 1.255
C -0.980 1.555 0.877
H -1.477 0.930 1.613
O 0.242 1.202 0.508
H 1.925 -1.198 -0.669
H -1.197 -1.672 -0.279
H -0.526 -0.886 -1.729
C -1.321 -0.840 -0.978
H -2.291 -0.925 -1.465
H -1.354 0.138 -0.461
H 2.832 -0.489 0.672

Atomic charges from the natural (NBO) analysis, expressed in e, are listed below: C -0.678; H 0.230; C 0.144; H 0.179; H 0.157; C -0.246; H 0.157; O -0.357; H 0.220; H 0.203; H 0.208; C -0.867; H 0.211; H 0.220; H 0.219

---

Below is a cluster of 2 separate species, C4H10O in total, with properties calculated with ωB97M-V with the def2-TZVPD basis set.

Results
net charge	0
ΔE to the lowest compared entry with this formula, charge and spin	38.87	kcal per mole
energy	-6356.117	eV

Positions of all 15 atoms, in Å:
H -0.677 2.050 2.411
H -2.847 1.112 0.858
H 3.065 -1.640 -2.834
H 1.392 -1.691 0.259
H 1.436 -3.491 -1.009
H 2.697 -3.447 -3.135
H -0.913 3.341 1.278
H -0.543 1.515 0.843
C 1.895 -2.598 -1.418
C -2.582 2.053 1.383
C -1.064 2.267 1.410
H -3.011 1.916 2.371
C 2.572 -2.558 -2.534
H -3.172 2.682 0.711
O 1.753 -1.511 -0.593

Atomic charges from the natural (NBO) analysis, expressed in e, are listed below: H 0.202; H 0.200; H 0.210; H 0.483; H 0.162; H 0.212; H 0.215; H 0.216; C 0.143; C -0.625; C -0.626; H 0.208; C -0.510; H 0.210; O -0.699

---

Below is a structure of composition C4H10O, with properties calculated with ωB97M-V with the def2-TZVPD basis set.

Results
net charge	0
ΔE to the lowest compared entry with this formula, charge and spin	66.51	kcal per mole
energy	-6354.919	eV

Positions of all 15 atoms, in Å:
H -0.639 -0.647 -1.864
H -0.092 -1.951 -0.769
C -0.122 0.009 0.130
H -0.063 2.116 0.554
H -0.640 1.718 -1.082
H 0.335 0.287 2.219
O 1.665 0.302 -0.560
H 1.955 -0.409 -1.155
C -0.654 -1.015 -0.834
H -1.684 1.423 0.330
C 0.410 -0.407 1.384
H 0.335 -1.464 1.637
H -1.695 -1.229 -0.561
C -0.648 1.406 -0.035
H 1.538 -0.137 0.606

Atomic charges from the natural (NBO) analysis, expressed in e, are listed below: H 0.221; H 0.222; C 0.370; H 0.233; H 0.223; H 0.224; O -0.939; H 0.463; C -0.668; H 0.226; C -0.828; H 0.219; H 0.233; C -0.661; H 0.462